Density functional theory data (ωB97M-V/def2-TZVPD) for a cluster of 2 separate species, C5H8ClI in total at a distorted geometry.

Its SMILES is CC1(C)C=C1Cl.I. The value obtained for the HOMO energy is -9.4 eV. The energy above the lowest of the compared OMol25 structures with the same formula, charge and spin is 233.1 kJ/mol. The value obtained for the gap between HOMO and LUMO is 0.365 Eh. Its total energy is -953.0652 hartree.

Each line ends with the natural charge from an NBO analysis.
Geometry (Å):
1 I -4.50961 0.00715 0.55334  -0.085
2 Cl -2.09304 1.83121 -1.48229  0.083
3 C 0.74607 0.89275 0.76745  -0.639
4 C -0.16351 0.01860 -0.03537  -0.080
5 C 0.06440 -0.09921 -1.56730  -0.199
6 C -0.89521 0.71529 -1.15777  -0.075
7 C -0.74678 -1.08867 0.72165  -0.642
8 H -3.42970 -0.75605 -0.30048  0.091
9 H 1.52165 1.33041 0.08493  0.220
10 H -1.76234 -0.85493 1.22371  0.215
11 H -1.06902 -1.92319 0.13110  0.219
12 H 1.29779 0.56968 1.80869  0.222
13 H -0.20962 -1.38109 1.68306  0.227
14 H 0.53545 -0.51801 -2.39716  0.225
15 H 0.21594 1.85134 0.97481  0.219